Entry from the Open Molecules 2025 dataset: C9H12N4PdS as an isolated structure in a non-equilibrium geometry (wB97M-V/def2-TZVPD).

The LUMO energy (alpha / beta) is -9.84 / -9.84 eV. The frontier orbital gap (alpha / beta) comes out at 6.210 / 6.214 eV. As for the net charge: +2.

CARTESIAN COORDINATES (ANGSTROEM)
Pd1 0.54 -0.93 -0.47
C1 1.56 -3.01 -1.29
C2 0.49 -2.72 -2.17
C3 -0.81 -2.60 -1.66
C4 -1.04 -2.77 -0.28
C5 0.03 -3.06 0.59
C6 1.33 -3.19 0.09
H1 2.55 -3.19 -1.69
H2 0.66 -2.67 -3.23
H3 -1.64 -2.46 -2.33
H4 -2.05 -2.76 0.10
H5 -0.16 -3.27 1.64
H6 2.13 -3.50 0.74
C7 -1.63 3.57 1.66
C8 -0.39 3.25 0.93
N1 0.55 4.08 0.61
N2 1.49 3.35 -0.04
C9 1.17 2.07 -0.15
S1 2.03 0.80 -0.89
N3 -0.03 1.99 0.46
N4 -0.73 0.79 0.57
H7 -1.64 4.63 1.90
H8 -1.70 3.01 2.59
H9 -2.51 3.35 1.05
H10 2.32 3.81 -0.38
H11 -0.88 0.56 1.55
H12 -1.63 0.87 0.11